C13H22Cl12O5 | ωB97M-V with the def2-TZVPD basis set

**Energy above the lowest of the compared OMol25 structures with the same formula, charge and spin**: 0.000 eV
**Gap between HOMO and LUMO**: 9.64 eV
**LUMO level**: 0.3 eV
**Maximum force**: 2.1 eV/Å
**SMILES**: COC(=O)OC.ClC(Cl)Cl.ClC(Cl)Cl.ClC(Cl)Cl.ClC(Cl)Cl.CC(C)=O.CC(C)=O
**HOMO energy**: -9.32 eV

Last column: natural (NBO) charge in e.
Positions of all 52 atoms, in Å:
C 9.010 -12.677 8.271  -0.26
O 8.519 -12.425 9.579  -0.50
C 9.307 -11.791 10.431  0.99
O 10.490 -11.581 10.259  -0.67
O 8.619 -11.469 11.515  -0.49
C 9.340 -10.766 12.513  -0.26
H 8.410 -13.500 7.896  0.20
H 10.033 -13.049 8.307  0.20
H 8.962 -11.823 7.601  0.19
H 9.504 -9.745 12.182  0.20
H 10.257 -11.218 12.895  0.20
H 8.728 -10.784 13.416  0.20
Cl 6.432 -13.596 5.800  0.02
C 7.287 -12.856 4.448  -0.28
Cl 6.989 -13.753 2.958  0.03
Cl 9.047 -12.776 4.728  0.00
H 6.929 -11.838 4.372  0.23
Cl 9.453 -7.668 9.811  0.02
C 10.725 -6.681 10.551  -0.27
Cl 12.038 -6.384 9.413  0.03
Cl 11.292 -7.441 12.065  0.01
H 10.300 -5.718 10.794  0.23
Cl 13.574 -8.630 15.526  0.03
C 14.130 -9.944 14.475  -0.28
Cl 12.805 -10.508 13.447  0.00
Cl 14.836 -11.295 15.359  0.02
H 14.869 -9.635 13.745  0.23
Cl 11.855 -13.857 6.348  0.03
C 11.505 -15.569 6.192  -0.29
Cl 9.866 -15.898 5.619  0.02
Cl 11.824 -16.500 7.658  0.02
H 12.134 -15.983 5.413  0.23
C 11.730 -9.672 5.092  -0.72
C 11.290 -8.964 6.365  0.59
C 11.499 -9.674 7.668  -0.74
O 10.745 -7.881 6.341  -0.55
H 12.454 -9.041 4.574  0.24
H 10.908 -9.881 4.410  0.24
H 12.208 -10.610 5.370  0.21
H 11.691 -10.746 7.599  0.21
H 10.612 -9.612 8.299  0.25
H 12.294 -9.204 8.251  0.25
C 14.813 -14.465 8.043  -0.72
C 14.483 -13.203 8.813  0.60
C 13.157 -13.056 9.542  -0.73
O 15.330 -12.339 8.921  -0.56
H 13.998 -15.112 8.376  0.21
H 15.780 -14.809 8.390  0.24
H 14.690 -14.217 6.993  0.24
H 12.283 -13.572 9.145  0.23
H 12.990 -12.033 9.845  0.26
H 13.334 -13.740 10.391  0.24

C13H22Cl2NO3S | ωB97M-V with the def2-TZVPD basis set

**Gap between HOMO and LUMO**: 8.30 eV
**LUMO level**: -3.9 eV
**Maximum force**: 0.7 eV/Å
**HOMO energy**: -12.23 eV
**Charge**: +1

Last column: natural (NBO) charge in e.
Positions of all 42 atoms, in Å:
C 0.065 3.947 4.228  -0.63
C 0.514 3.352 2.907  -0.06
O -0.467 2.440 2.417  -0.55
C -1.026 2.783 1.174  -0.07
C -2.262 1.954 0.947  -0.08
O -1.875 0.597 0.776  -0.58
C -2.944 -0.336 0.821  -0.08
C -2.648 -1.371 -0.235  -0.08
O -1.408 -1.963 0.141  -0.54
C -0.474 -2.138 -0.886  -0.09
C 0.277 -0.811 -1.053  -0.32
S 0.813 -0.316 0.670  0.54
C 2.241 -1.175 0.428  -0.02
N 2.522 -1.517 -0.797  -0.49
C 1.624 -0.857 -1.765  -0.11
C 1.634 -1.277 -3.210  -0.11
Cl 1.136 0.035 -4.214  0.06
C 1.932 -2.484 -3.701  -0.01
C 2.326 -3.689 -2.888  -0.67
Cl 1.901 -2.759 -5.398  0.08
H 0.917 4.316 4.799  0.22
H -0.458 3.190 4.811  0.22
H -0.617 4.784 4.075  0.21
H 1.455 2.808 3.023  0.17
H 0.685 4.141 2.168  0.17
H -0.307 2.598 0.361  0.16
H -1.310 3.841 1.148  0.19
H -2.779 2.313 0.050  0.18
H -2.925 2.046 1.811  0.19
H -3.007 -0.800 1.809  0.20
H -3.903 0.146 0.608  0.19
H -2.575 -0.862 -1.202  0.17
H -3.427 -2.134 -0.308  0.20
H 0.203 -2.934 -0.574  0.19
H -0.952 -2.417 -1.830  0.21
H -0.362 -0.037 -1.468  0.27
H 2.884 -1.474 1.246  0.26
H 3.306 -2.100 -1.046  0.45
H 1.975 0.184 -1.756  0.25
H 2.125 -4.595 -3.453  0.27
H 3.402 -3.688 -2.691  0.23
H 1.789 -3.741 -1.944  0.22

> Among the records above, which one has the lowest LUMO level?

C13H22Cl2NO3S